Record 1
This record from the OMol25 dataset describes a structure of composition C3H5N3. The level of theory is wB97M-V/def2-TZVPD.

Structure (ORCA input):
```
! wB97M-V def2-TZVPD RIJCOSX def2/J DEFGRID3
* xyz 0 1
C -1.56 -0.41 0.08
N -0.24 0.82 -0.43
C 0.88 0.99 0.30
C 1.69 -0.11 0.04
N 1.04 -0.96 -0.77
N -0.10 -0.39 -1.07
H -1.36 -1.44 0.34
H -1.77 0.20 0.96
H -2.32 -0.29 -0.69
H 1.06 1.87 0.90
H 2.71 -0.30 0.35
*
```

The HOMO energy comes out at -9.981 eV. The HOMO-LUMO gap comes out at 10.594 eV.

Atomic partial charges in e from the natural (NBO) method, atoms 1 to 4: C -0.322; N -0.232; C -0.146; C -0.059


Record 2
This record from the OMol25 dataset describes the ion C4H9OS with charge -1 at a distorted geometry. The level of theory is wB97M-V/def2-TZVPD.

Structure (ORCA input):
```
! wB97M-V def2-TZVPD RIJCOSX def2/J DEFGRID3
* xyz -1 1
O 2.11 -0.13 -2.39
C 1.70 0.74 -1.52
C 1.00 0.36 -0.02
C -0.47 -0.20 -0.06
C -1.03 -0.46 1.35
S -2.93 -0.97 1.60
H 0.91 1.38 -2.04
H 2.40 1.51 -1.23
H 1.66 -0.23 0.59
H 1.06 1.31 0.65
H -1.09 0.56 -0.66
H -0.45 -1.18 -0.60
H -0.98 0.47 1.87
H -0.63 -1.37 1.85
H -3.27 -1.78 0.61
*
```

The HOMO energy comes out at -2.347 eV. The HOMO-LUMO gap comes out at 5.340 eV.

Atomic partial charges in e from the natural (NBO) method, atoms 1 to 4: O -0.909; C 0.044; C -0.460; C -0.446


Record 3
This record from the OMol25 dataset describes a cluster of 10 separate species, C52H134N10O16 in total at a distorted geometry. The level of theory is wB97M-V/def2-TZVPD.

Structure (ORCA input):
```
! wB97M-V def2-TZVPD RIJCOSX def2/J DEFGRID3
* xyz 0 1
C 10.21 7.16 0.37
O 9.27 6.17 0.00
C 8.23 5.97 1.03
C 7.39 4.77 0.52
C 6.60 5.00 -0.83
N 6.35 4.50 1.51
H 11.05 7.11 -0.31
H 10.45 7.04 1.43
H 9.82 8.18 0.29
H 8.68 5.80 2.00
H 7.59 6.85 1.14
H 8.07 3.93 0.42
H 7.34 5.38 -1.54
H 5.91 5.82 -0.62
H 6.06 4.14 -1.22
H 5.75 3.73 1.23
H 6.70 3.95 2.29
C 14.47 10.85 13.08
O 14.10 10.09 11.99
C 14.72 8.80 12.04
C 14.83 8.16 10.65
C 13.46 8.15 9.97
N 15.41 6.83 10.76
H 14.18 11.89 12.95
H 15.55 10.88 13.19
H 13.93 10.40 13.92
H 15.75 8.87 12.38
H 14.29 8.13 12.78
H 15.61 8.65 10.05
H 13.11 9.12 9.64
H 12.72 7.67 10.61
H 13.51 7.70 8.98
H 16.33 6.92 11.15
H 15.61 6.52 9.82
C -10.77 4.00 7.63
O -10.79 3.66 6.21
C -10.00 2.40 5.95
C -10.08 2.06 4.46
C -9.19 3.00 3.56
N -11.47 2.06 4.03
H -11.50 4.79 7.80
H -9.80 4.42 7.91
H -11.02 3.11 8.22
H -8.96 2.43 6.25
H -10.38 1.56 6.52
H -9.76 1.03 4.28
H -9.49 4.05 3.57
H -9.39 2.66 2.54
H -8.13 3.05 3.83
H -12.03 1.46 4.62
H -11.78 3.00 4.26
C -8.53 13.15 3.83
O -8.70 12.90 5.23
C -9.88 13.39 5.71
C -10.09 13.13 7.20
C -10.34 11.66 7.62
N -11.22 13.86 7.68
H -8.74 14.20 3.62
H -9.22 12.58 3.21
H -7.51 12.88 3.56
H -9.89 14.46 5.49
H -10.73 12.98 5.16
H -9.27 13.64 7.71
H -10.40 11.56 8.70
H -9.49 11.05 7.30
H -11.29 11.36 7.16
H -11.03 14.85 7.71
H -11.35 13.64 8.66
C 14.41 16.67 4.64
O 14.21 17.56 5.71
C 13.30 18.60 5.37
C 12.92 19.38 6.61
N 12.01 20.51 6.27
C 11.95 21.50 7.34
C 11.05 22.70 7.05
O 9.69 22.30 6.99
C 8.80 23.35 6.71
H 14.29 17.07 3.63
H 13.76 15.82 4.83
H 15.42 16.28 4.68
H 12.35 18.21 4.98
H 13.66 19.19 4.53
H 13.80 19.81 7.09
H 12.45 18.74 7.36
H 11.07 20.17 6.14
H 12.95 21.86 7.57
H 11.64 21.05 8.28
H 11.39 23.30 6.21
H 11.04 23.41 7.87
H 8.99 24.26 7.27
H 7.84 22.96 7.03
H 8.86 23.66 5.66
C 6.99 11.07 5.22
O 5.88 10.29 4.87
C 4.71 10.69 5.53
C 3.69 9.63 5.05
N 2.39 9.84 5.72
C 1.35 8.97 5.05
C -0.02 9.28 5.74
O -1.11 8.46 5.33
C -2.33 9.04 5.01
H 7.09 11.47 6.22
H 6.92 11.99 4.64
H 7.90 10.55 4.90
H 4.38 11.70 5.28
H 4.91 10.56 6.60
H 4.17 8.67 5.21
H 3.67 9.72 3.97
H 2.42 9.73 6.73
H 1.75 7.96 5.19
H 1.36 9.18 3.98
H -0.25 10.29 5.38
H 0.02 9.21 6.82
H -3.00 8.20 4.83
H -2.26 9.51 4.03
H -2.80 9.68 5.75
C -7.50 1.83 -3.40
O -6.65 2.89 -3.81
C -7.28 4.12 -3.82
C -6.27 5.22 -4.18
N -5.09 5.36 -3.35
C -5.41 5.41 -1.95
C -4.08 5.65 -1.21
O -3.21 4.64 -1.55
C -1.95 4.73 -0.96
H -7.00 0.86 -3.49
H -8.45 1.81 -3.95
H -7.76 2.04 -2.37
H -7.74 4.35 -2.86
H -8.05 4.14 -4.59
H -6.74 6.21 -4.17
H -6.00 5.12 -5.23
H -4.48 4.56 -3.33
H -5.77 4.44 -1.60
H -6.18 6.16 -1.77
H -4.36 5.71 -0.16
H -3.60 6.57 -1.54
H -1.42 5.59 -1.36
H -1.47 3.77 -1.16
H -1.89 4.76 0.13
C 9.88 16.93 2.17
O 8.97 17.05 3.24
C 8.41 18.34 3.39
C 7.55 18.53 4.61
N 8.15 17.86 5.72
C 7.24 17.76 6.81
C 7.94 17.30 8.13
O 8.41 15.98 7.99
C 9.07 15.56 9.17
H 9.47 17.08 1.17
H 10.37 15.96 2.16
H 10.68 17.65 2.30
H 7.78 18.58 2.53
H 9.21 19.07 3.34
H 6.59 18.08 4.36
H 7.39 19.59 4.75
H 8.44 16.94 5.43
H 6.33 17.17 6.71
H 6.80 18.73 7.04
H 7.21 17.33 8.95
H 8.78 17.96 8.38
H 8.71 16.12 10.04
H 10.14 15.80 9.22
H 8.96 14.48 9.20
C -2.17 10.51 10.79
O -0.81 10.38 11.27
C 0.22 11.23 10.69
C 1.52 10.79 11.36
N 1.88 9.51 10.79
C 3.21 8.94 11.24
C 3.31 7.46 10.84
O 2.25 6.74 11.44
C 1.89 5.42 10.98
H -2.64 11.36 11.28
H -2.76 9.62 11.03
H -2.38 10.51 9.72
H -0.02 12.25 10.99
H 0.23 11.17 9.60
H 1.44 10.76 12.45
H 2.31 11.45 11.01
H 1.12 8.90 11.06
H 3.38 9.11 12.30
H 4.01 9.50 10.75
H 4.25 7.05 11.21
H 3.27 7.33 9.76
H 1.51 5.47 9.96
H 1.14 5.00 11.65
H 2.77 4.78 10.94
C 5.83 11.47 -2.65
O 4.79 12.40 -2.43
C 5.28 13.70 -2.03
C 4.06 14.69 -1.89
N 3.07 14.23 -0.87
C 3.62 14.26 0.46
C 2.45 14.08 1.45
O 1.75 15.31 1.77
C 0.80 15.19 2.80
H 6.45 11.26 -1.77
H 6.38 11.75 -3.55
H 5.33 10.51 -2.78
H 6.03 14.05 -2.73
H 5.88 13.60 -1.13
H 3.57 14.61 -2.87
H 4.38 15.70 -1.65
H 3.07 13.26 -1.15
H 4.06 15.22 0.71
H 4.38 13.48 0.60
H 2.87 13.61 2.33
H 1.75 13.37 1.00
H 1.26 14.93 3.75
H 0.08 14.41 2.54
H 0.31 16.16 2.84
*
```

The HOMO energy comes out at -8.572 eV. The HOMO-LUMO gap comes out at 8.952 eV.

Atomic partial charges in e from the Mulliken method, atoms 1 to 4: C -0.679; O -0.316; C -0.661; C 0.402


Record 4
This record from the OMol25 dataset describes a structure of composition C4H4Cl2LaO4Tl at a distorted geometry. The level of theory is wB97M-V/def2-TZVPD.

Structure (ORCA input):
```
! wB97M-V def2-TZVPD RIJCOSX def2/J DEFGRID3
* xyz 4 1
Tl 4.15 -1.30 -0.68
La -0.69 -0.01 -0.07
Cl 3.67 0.45 -2.52
Cl -0.02 -0.94 2.14
C -2.59 -0.90 0.76
C 3.55 -2.10 -3.54
C 2.16 -3.41 -1.09
O -3.39 -1.38 1.47
O 3.50 -2.08 -4.67
O 1.38 -4.24 -1.12
C -2.23 2.67 1.83
O -1.33 2.07 0.87
H -1.93 2.36 2.83
H -3.23 2.28 1.63
H -2.22 3.76 1.70
H -0.78 2.77 0.46
*
```

The HOMO energy (alpha / beta) comes out at -24.506 / -24.506 eV. The HOMO-LUMO gap (alpha / beta) comes out at 3.558 / 3.358 eV.

Atomic partial charges in e from the Mulliken method, atoms 1 to 4: Tl 1.402; La 1.591; Cl 0.264; Cl -0.255


Record 5
This record from the OMol25 dataset describes a structure of composition C4H9NS at a distorted geometry. The level of theory is wB97M-V/def2-TZVPD.

Structure (ORCA input):
```
! wB97M-V def2-TZVPD RIJCOSX def2/J DEFGRID3
* xyz 0 1
C 0.31 -1.38 -0.62
C 0.27 -0.47 0.62
C -0.42 0.90 0.35
C -1.76 1.01 -0.39
H 1.02 -0.59 -1.32
H 0.69 -2.37 -0.24
H -0.86 -1.57 -1.28
H 0.09 -0.86 1.55
H 1.90 0.77 1.36
H 2.38 -0.13 -0.19
H -0.37 1.38 1.36
H -2.47 1.79 0.12
H -2.24 0.11 -0.81
N 1.74 -0.14 0.69
S -0.28 1.55 -1.20
*
```

The HOMO energy comes out at -8.678 eV. The HOMO-LUMO gap comes out at 9.589 eV.

Atomic partial charges in e from the natural (NBO) method, atoms 1 to 4: C -0.634; C -0.082; C -0.393; C -0.518


Taking the records one at a time from the top gives energy relative to the best compared isomer or geometry (same formula, charge and spin) values of 92.55 52.25 146.94 4.08 87.53 kcal per mole.
Taking the records one at a time from the top gives energy values of -7658.4422 -17175.1149 -103743.1314 -42947.5470 -16615.6589 eV.